Entry 1:
{"formula": "C48H57AsBrClN2O3SSbSi3Sn", "method": "wB97M-V/def2-TZVPD", "total_charge": 1, "orbital_gap_ev": [4.943, 5.880], "e_homo_ev": [-9.57, -9.47], "multiplicity": 1, "e_above_lowest_kj_mol": 196.1, "elements": ["Sn", "S", "C", "C", "C", "C", "C", "C", "As", "C", "C", "C", "C", "C", "C", "C", "C", "C", "C", "C", "C", "H", "H", "H", "H", "H", "H", "H", "H", "H", "H", "H", "H", "H", "H", "C", "C", "N", "C", "C", "C", "C", "C", "C", "C", "C", "C", "N", "C", "H", "H", "H", "H", "H", "H", "H", "H", "Br", "C", "C", "C", "C", "Cl", "C", "C", "C", "O", "C", "C", "O", "O", "H", "H", "H", "H", "H", "H", "H", "H", "C", "Si", "C", "C", "Sb", "Si", "C", "C", "C", "Si", "C", "C", "C", "H", "H", "H", "H", "H", "H", "H", "H", "H", "H", "H", "H", "H", "H", "H", "H", "H", "H", "H", "H", "H", "H", "H", "H", "H", "H", "H"], "coordinates": [[1.823, 0.140, 1.210], [-1.383, -2.844, -0.629], [-1.668, -4.549, -0.692], [-2.750, -5.234, -0.079], [-2.948, -6.594, -0.357], [-2.016, -7.244, -1.189], [-0.890, -6.575, -1.694], [-0.714, -5.218, -1.475], [0.642, -3.922, -2.027], [1.120, -4.965, -3.617], [1.949, -6.054, -3.429], [2.222, -6.907, -4.508], [1.444, -6.849, -5.662], [0.553, -5.789, -5.837], [0.443, -4.842, -4.842], [1.936, -4.350, -0.618], [1.512, -4.365, 0.725], [2.529, -4.322, 1.705], [3.877, -4.200, 1.361], [4.258, -4.161, 0.041], [3.246, -4.076, -0.987], [-3.504, -4.677, 0.572], [-3.842, -7.064, 0.092], [-2.171, -8.293, -1.452], [-0.199, -7.055, -2.397], [2.495, -6.191, -2.486], [3.027, -7.653, -4.396], [1.548, -7.701, -6.332], [0.015, -5.709, -6.770], [-0.113, -3.894, -4.984], [0.463, -4.365, 1.007], [2.288, -4.409, 2.769], [4.674, -4.268, 2.098], [5.300, -4.109, -0.289], [3.551, -3.910, -2.041], [2.423, 0.417, -3.596], [1.815, 0.499, -2.328], [2.542, 0.451, -1.173], [3.898, 0.539, -1.282], [4.550, 0.571, -2.532], [3.766, 0.508, -3.720], [5.964, 0.563, -2.546], [6.726, 0.633, -1.395], [6.158, 0.549, -0.078], [6.902, 0.378, 1.094], [6.207, 0.356, 2.290], [4.852, 0.511, 2.258], [4.083, 0.384, 1.150], [4.710, 0.425, -0.046], [1.778, 0.423, -4.511], [0.724, 0.466, -2.174], [4.278, 0.601, -4.676], [6.557, 0.649, -3.452], [7.826, 0.651, -1.489], [7.981, 0.319, 1.024], [6.695, 0.304, 3.259], [4.355, 0.698, 3.189], [2.227, -1.045, 3.627], [3.558, 6.397, -0.643], [2.203, 6.244, -1.228], [1.769, 6.982, -2.370], [0.443, 6.908, -2.827], [-0.173, 7.831, -4.130], [-0.450, 6.097, -2.115], [-0.049, 5.351, -1.034], [1.291, 5.403, -0.601], [1.816, 4.657, 0.404], [0.961, 4.299, 1.508], [0.710, 2.829, 1.442], [1.558, 2.137, 2.111], [-0.220, 2.336, 0.716], [3.633, 7.189, 0.118], [4.197, 6.747, -1.424], [3.979, 5.549, -0.085], [2.475, 7.564, -2.960], [-1.409, 5.990, -2.527], [-0.642, 4.575, -0.532], [0.046, 4.923, 1.429], [1.594, 4.547, 2.377], [-4.205, 5.412, 2.090], [-4.321, 3.852, 3.058], [-3.415, 3.890, 4.772], [-6.102, 3.408, 3.278], [-2.928, 1.953, 1.870], [-4.310, 0.975, -0.130], [-5.417, 2.356, -0.892], [-5.527, -0.405, 0.310], [-3.000, 0.509, -1.401], [-3.053, -0.358, 3.374], [-2.326, -1.809, 2.398], [-4.781, -0.467, 4.070], [-2.010, -0.057, 4.988], [-3.269, 6.025, 2.345], [-5.045, 6.046, 2.411], [-4.239, 5.314, 1.011], [-4.060, 3.453, 5.528], [-3.268, 4.957, 5.059], [-2.379, 3.493, 4.772], [-6.488, 3.743, 4.280], [-6.353, 2.346, 3.244], [-6.716, 3.772, 2.498], [-6.476, 2.404, -0.511], [-5.440, 2.140, -1.968], [-4.994, 3.348, -0.764], [-5.211, -1.461, 0.526], [-6.117, -0.472, -0.624], [-6.232, -0.032, 1.096], [-2.330, 1.386, -1.622], [-3.465, 0.260, -2.345], [-2.343, -0.346, -1.183], [-1.209, -1.935, 2.508], [-2.478, -1.753, 1.280], [-2.800, -2.771, 2.663], [-5.552, -0.892, 3.422], [-5.138, 0.505, 4.433], [-4.727, -1.069, 5.011], [-2.283, 0.865, 5.485], [-0.950, 0.084, 4.623], [-2.063, -0.859, 5.724]], "lowdin_charge": [0.986, 0.661, -0.719, -0.106, -0.085, -0.081, -0.076, -0.426, 1.274, -0.400, -0.142, -0.077, -0.080, -0.082, -0.116, -0.393, -0.084, -0.089, -0.104, -0.081, -0.134, 0.117, 0.112, 0.103, 0.103, 0.102, 0.115, 0.109, 0.106, 0.108, 0.087, 0.101, 0.109, 0.103, 0.105, -0.047, -0.071, -0.018, -0.146, -0.145, 0.007, -0.020, -0.010, -0.129, 0.028, -0.021, -0.143, -0.037, -0.111, 0.132, 0.121, 0.130, 0.120, 0.127, 0.129, 0.127, 0.064, -0.117, -0.038, -0.189, -0.030, -0.690, 0.688, -0.116, -0.005, -0.249, -0.042, -0.076, -0.628, -0.210, -0.189, 0.097, 0.069, 0.085, 0.114, 0.083, 0.105, 0.135, 0.145, -0.236, 0.338, -0.228, -0.214, 1.079, 0.330, -0.218, -0.224, -0.243, 0.435, -0.245, -0.229, -0.214, 0.067, 0.043, 0.017, 0.021, 0.036, 0.021, 0.069, 0.017, 0.015, 0.049, 0.031, 0.003, 0.044, 0.038, 0.033, 0.045, 0.027, -0.038, 0.042, -0.058, 0.038, 0.020, 0.019, 0.056, 0.002, 0.025, 0.034]}

---

Entry 2:
{"formula": "C48H57BN5O4Pt", "method": "wB97M-V/def2-TZVPD", "total_charge": 1, "orbital_gap_ev": [5.831, 5.834], "e_homo_ev": [-10.45, -10.45], "multiplicity": 1, "elements": ["Pt", "N", "C", "C", "C", "C", "C", "C", "C", "C", "N", "C", "H", "H", "H", "H", "H", "H", "H", "H", "O", "C", "C", "C", "C", "C", "C", "C", "O", "N", "O", "O", "H", "H", "H", "H", "C", "C", "C", "C", "C", "C", "H", "H", "H", "H", "H", "H", "H", "H", "H", "C", "C", "C", "C", "C", "C", "C", "C", "C", "C", "C", "C", "N", "B", "N", "C", "C", "C", "C", "C", "C", "C", "C", "C", "C", "C", "C", "C", "C", "H", "H", "H", "H", "H", "H", "H", "H", "H", "H", "H", "H", "H", "H", "H", "H", "H", "H", "H", "H", "H", "H", "H", "H", "H", "H", "H", "H", "H", "H", "H", "H", "H", "H", "H", "H"], "coordinates": [[0.493, 0.550, 0.156], [0.163, 1.951, -1.278], [1.001, 1.843, -2.449], [0.455, 1.802, -3.695], [1.299, 1.683, -4.825], [2.655, 1.645, -4.679], [3.234, 1.681, -3.381], [4.625, 1.647, -3.133], [5.080, 1.630, -1.845], [4.141, 1.614, -0.789], [2.851, 1.677, -0.983], [2.397, 1.743, -2.257], [-0.818, 2.079, -1.533], [0.508, 2.685, -0.646], [-0.619, 1.874, -3.826], [0.853, 1.641, -5.808], [3.302, 1.585, -5.543], [5.313, 1.635, -3.968], [6.136, 1.621, -1.621], [4.474, 1.540, 0.239], [0.760, -0.434, 1.905], [1.522, -0.194, 2.862], [2.272, 0.962, 3.159], [3.137, 0.902, 4.274], [3.926, 1.972, 4.563], [3.913, 3.139, 3.765], [3.077, 3.225, 2.693], [2.188, 2.154, 2.368], [1.338, 2.262, 1.448], [4.812, 1.912, 5.720], [4.683, 0.980, 6.476], [5.618, 2.802, 5.844], [1.622, -1.016, 3.577], [3.186, 0.015, 4.892], [4.572, 3.954, 4.027], [3.029, 4.117, 2.087], [3.721, -2.883, -2.584], [3.208, -2.956, -1.140], [2.422, -4.253, -0.918], [4.389, -2.882, -0.168], [2.305, -1.817, -0.883], [1.597, -0.875, -0.614], [4.323, -3.763, -2.808], [4.337, -1.996, -2.727], [2.898, -2.842, -3.291], [3.078, -5.111, -1.064], [1.592, -4.331, -1.620], [2.016, -4.292, 0.092], [5.064, -3.720, -0.340], [4.045, -2.922, 0.864], [4.946, -1.957, -0.309], [-1.871, -2.975, -2.491], [-0.906, -1.803, -2.702], [0.222, -2.210, -3.640], [-1.654, -0.580, -3.176], [-1.782, -0.292, -4.529], [-2.490, 0.817, -4.965], [-3.073, 1.675, -4.051], [-2.994, 1.420, -2.684], [-3.651, 2.377, -1.706], [-5.142, 2.537, -2.018], [-2.960, 3.744, -1.722], [-2.292, 0.279, -2.281], [-2.340, -0.062, -0.884], [-1.413, 0.110, 0.242], [-2.204, -0.392, 1.383], [-3.402, -0.841, 0.919], [-3.492, -0.629, -0.426], [-1.910, -0.539, 2.784], [-2.006, 0.574, 3.619], [-1.651, 0.382, 4.953], [-1.261, -0.858, 5.429], [-1.246, -1.952, 4.582], [-1.575, -1.820, 3.238], [-1.535, -3.047, 2.342], [-0.108, -3.566, 2.141], [-2.426, -4.154, 2.911], [-2.582, 1.933, 3.242], [-4.073, 1.829, 2.913], [-1.860, 2.724, 2.155], [-1.329, -3.846, -2.124], [-2.356, -3.246, -3.429], [-2.650, -2.738, -1.766], [-0.445, -1.562, -1.737], [-0.154, -2.636, -4.570], [0.827, -2.969, -3.154], [0.871, -1.368, -3.879], [-1.330, -0.949, -5.255], [-2.582, 1.015, -6.024], [-3.613, 2.545, -4.400], [-3.562, 1.972, -0.696], [-5.294, 3.162, -2.898], [-5.652, 3.014, -1.182], [-5.620, 1.576, -2.204], [-2.790, 4.086, -2.742], [-1.998, 3.730, -1.204], [-3.579, 4.487, -1.223], [-4.139, -1.276, 1.572], [-4.325, -0.829, -1.076], [-1.710, 1.220, 5.634], [-1.001, -0.976, 6.471], [-0.973, -2.924, 4.969], [-1.924, -2.786, 1.357], [0.375, -3.749, 3.103], [0.504, -2.855, 1.588], [-0.131, -4.505, 1.589], [-2.016, -4.560, 3.836], [-2.505, -4.974, 2.199], [-3.433, -3.793, 3.123], [-2.503, 2.529, 4.155], [-4.247, 1.244, 2.010], [-4.486, 2.823, 2.744], [-4.630, 1.369, 3.728], [-2.090, 2.339, 1.159], [-0.780, 2.712, 2.284], [-2.194, 3.762, 2.182]], "lowdin_charge": [1.479, 0.022, -0.201, 0.007, -0.037, -0.003, -0.137, 0.011, -0.024, -0.098, 0.094, -0.192, 0.083, 0.117, 0.091, 0.116, 0.122, 0.126, 0.112, 0.118, -0.159, -0.117, -0.103, 0.067, -0.139, 0.033, 0.020, -0.363, -0.142, -0.371, 0.089, 0.092, 0.152, 0.137, 0.128, 0.123, -0.034, -0.608, -0.029, -0.039, -0.068, -0.120, 0.094, 0.084, 0.062, 0.095, 0.075, 0.073, 0.092, 0.087, 0.081, -0.025, -0.356, -0.060, -0.126, -0.028, -0.060, -0.035, -0.150, -0.363, -0.048, -0.043, -0.140, 0.036, -0.521, 0.057, -0.070, -0.063, -0.128, -0.121, -0.023, -0.056, -0.031, -0.134, -0.354, -0.049, -0.053, -0.341, -0.040, -0.051, 0.082, 0.092, 0.066, 0.087, 0.087, 0.049, 0.082, 0.116, 0.116, 0.121, 0.112, 0.082, 0.086, 0.086, 0.085, 0.061, 0.089, 0.146, 0.143, 0.116, 0.110, 0.116, 0.121, 0.085, 0.054, 0.081, 0.078, 0.083, 0.085, 0.130, 0.059, 0.084, 0.090, 0.044, 0.061, 0.093]}